9 unconnected molecules or ions with the total composition C33H59N9O11. Source: the OMol25 dataset; level of theory: ωB97M-V/def2-TZVPD.

```
112
Properties=species:S:1:pos:R:3:forces:R:3
O -0.069736 2.266969 9.700665 -0.4 -0.2 -0.5
N -1.036782 2.214187 8.958223 0.7 0.1 -1.0
O -2.161865 2.496213 9.272728 -0.7 0.1 0.3
C -0.822080 1.783176 7.502624 1.5 0.7 1.4
C -1.905118 1.569197 6.701768 -0.3 0.3 0.8
C -1.659346 1.020314 5.452002 -0.1 0.0 -0.1
C -0.360169 0.757550 5.060598 0.5 -0.4 0.7
C 0.740348 1.040554 5.907096 -1.0 -0.6 -1.6
C 0.521190 1.623468 7.124427 -0.8 -0.5 0.7
H -2.865355 1.846164 7.152225 0.2 -0.5 -0.6
H -2.496792 0.721943 4.851093 -0.2 0.0 -0.4
H -0.131099 0.179327 4.171286 -0.3 0.3 -0.1
H 1.654422 0.641130 5.488277 0.5 0.5 0.6
H 1.278795 1.827963 7.864154 0.2 0.0 -0.1
O -3.141316 -1.691669 -0.194784 0.9 0.3 0.5
N -2.260851 -1.242513 -0.909923 0.0 0.3 -1.6
O -2.371452 -1.224777 -2.139085 0.3 0.2 1.1
C -0.969583 -0.688823 -0.346048 -0.8 0.0 -1.2
C -0.595438 -1.139208 0.885945 0.2 0.0 0.4
C 0.631872 -0.701135 1.393356 -0.6 -0.8 0.5
C 1.407351 0.159752 0.673481 0.1 1.0 -1.1
C 0.986356 0.657546 -0.585304 -0.8 -1.0 1.0
C -0.218038 0.203753 -1.130017 0.5 0.0 1.1
H -1.268156 -1.808913 1.409518 0.2 0.0 0.1
H 0.976682 -1.036749 2.364647 -0.1 -0.1 0.0
H 2.323568 0.517745 1.121743 0.1 0.0 -0.1
H 1.526653 1.417906 -1.099500 0.4 0.3 -0.4
H -0.519803 0.623257 -2.070322 -0.3 -0.2 -0.3
C 4.012177 -1.859500 2.931063 -0.1 0.6 -0.2
N 3.260751 -2.962479 3.477498 0.2 -1.1 -0.1
C 2.102806 -2.914285 4.181365 0.2 2.6 0.0
C 1.616755 -4.208108 4.698378 0.1 -0.5 -0.3
O 1.579036 -1.833551 4.461719 -0.2 -0.5 -0.3
H 3.514829 -0.963235 3.317729 0.3 0.0 -0.3
H 4.037028 -1.854391 1.826898 -0.5 0.0 0.3
H 5.072790 -1.832156 3.213778 -0.3 -0.3 0.5
H 3.622571 -3.894550 3.448318 0.5 -0.1 -0.5
H 2.235668 -4.987658 4.265225 -0.2 -0.5 0.1
H 0.557022 -4.390758 4.485813 0.3 0.2 0.2
H 1.820946 -4.149205 5.758336 -0.3 -0.3 0.4
C 3.975878 0.972496 -3.618700 -0.6 0.2 0.3
N 5.352822 1.325058 -3.626394 1.7 1.1 -0.9
C 6.375522 0.422360 -3.745512 -0.2 0.2 0.7
C 7.715738 1.017221 -4.166228 0.0 -1.4 -0.5
O 6.242487 -0.742058 -3.405063 0.1 0.0 -0.5
H 3.469817 1.312846 -4.523332 -0.1 0.1 0.1
H 3.480922 1.378612 -2.736131 -0.2 0.0 -0.1
H 3.911379 -0.097145 -3.584711 0.0 -0.6 0.1
H 5.623750 2.280779 -3.878407 -0.5 -0.7 0.2
H 8.199914 0.315678 -4.875365 -0.4 0.3 0.3
H 8.342190 0.980504 -3.284342 0.2 0.4 0.2
H 7.672467 1.986754 -4.646194 -0.1 0.3 0.3
C -2.818041 0.612642 -5.793629 -0.1 -1.2 -0.6
N -2.756234 1.057468 -4.457292 0.2 0.3 2.6
C -3.810983 1.716461 -3.868820 -0.6 0.0 0.5
C -3.851987 1.829707 -2.310817 0.2 -1.3 -1.3
O -4.724865 2.136238 -4.546164 -0.1 0.3 -0.1
H -1.883110 0.057808 -5.966499 -0.4 0.3 -0.4
H -2.981604 1.435137 -6.465508 0.3 0.4 -0.4
H -3.645278 -0.083533 -5.967189 -0.1 0.0 0.0
H -2.323267 0.426289 -3.792761 0.2 0.0 -0.2
H -2.863411 1.613874 -1.859719 -0.6 0.5 0.0
H -4.571010 1.061069 -1.979217 0.4 0.0 -0.1
H -4.346954 2.745378 -2.030565 0.4 0.5 0.1
C -7.634445 0.497045 2.108689 -0.3 -0.3 0.6
N -6.214379 0.379717 2.229100 1.8 0.2 -0.5
C -5.282302 1.097696 1.506092 -1.1 -0.6 0.6
C -3.841529 0.821136 1.885654 0.2 0.1 0.3
O -5.635893 1.912387 0.685343 0.3 0.4 -0.5
H -8.081810 -0.445880 2.443333 0.0 0.2 -0.1
H -7.937958 0.680691 1.096849 0.0 0.1 -0.6
H -8.007109 1.307131 2.729139 -0.2 0.1 0.1
H -5.811153 -0.251575 2.887105 -0.2 -0.4 0.3
H -3.562051 1.557072 2.636400 0.0 0.1 0.2
H -3.157311 1.013703 1.063347 -0.2 -0.2 -0.2
H -3.660304 -0.172418 2.318544 -0.2 0.2 -0.3
C -5.095388 -5.028727 -1.268674 0.6 0.7 0.2
N -5.352875 -3.620135 -0.886160 -0.1 -0.3 0.0
C -6.509972 -3.020729 -1.307981 0.1 0.8 0.3
C -6.625015 -1.560246 -0.893951 0.9 -0.3 -0.2
O -7.393486 -3.559482 -1.934294 -0.3 -0.6 -0.2
H -4.982507 -5.763658 -0.448210 -0.7 0.7 0.0
H -4.131253 -5.111642 -1.764816 0.0 0.2 -0.5
H -5.912905 -5.281731 -1.942656 0.2 -0.3 0.1
H -4.637259 -2.934474 -0.618514 -0.2 -1.1 -0.1
H -6.769476 -0.911436 -1.752377 0.1 -0.1 -0.2
H -5.705006 -1.285246 -0.377249 -0.2 0.4 0.1
H -7.475697 -1.412998 -0.257116 -0.4 -0.1 0.4
C 8.696538 0.306372 0.992617 -0.6 0.5 -0.5
N 7.225266 0.334946 0.912265 -0.1 0.9 -0.5
C 6.625235 1.394082 0.247722 0.0 -0.5 0.3
C 5.114670 1.235482 -0.012103 1.4 -1.4 0.7
O 7.261865 2.360018 -0.130037 -0.1 -0.2 0.1
H 9.037872 1.061361 1.716614 0.0 -0.3 -0.3
H 9.073239 0.561633 -0.015006 0.1 0.0 0.6
H 9.068173 -0.679642 1.251053 -0.2 -0.1 0.2
H 6.644863 -0.462917 1.097519 0.3 -0.2 0.0
H 4.774212 2.096403 -0.521675 -0.5 0.8 -0.4
H 4.591969 1.053552 0.936586 0.0 0.2 -0.3
H 5.026437 0.335091 -0.639435 -0.3 0.3 0.0
C 0.990001 -0.393540 -5.096646 -0.7 -0.4 -0.5
N 0.492759 0.907618 -5.466465 0.7 0.9 0.6
C 0.474113 1.995051 -4.658001 -0.3 0.2 0.6
C 0.023736 3.300814 -5.278694 0.4 0.2 0.0
O 0.799854 1.972520 -3.474909 0.2 -0.3 -0.3
H 1.428558 -0.394886 -4.115942 -0.2 0.2 0.5
H 1.756331 -0.757152 -5.773593 0.1 0.1 -0.3
H 0.142367 -1.082669 -5.150854 0.2 -0.3 0.3
H -0.045257 1.032126 -6.288834 -0.1 -0.2 -0.8
H 0.144284 3.366136 -6.361794 0.0 -0.2 0.1
H 0.659025 4.053785 -4.806611 -0.1 0.0 -0.2
H -1.001812 3.551524 -5.019809 -0.1 -0.2 0.1
```
Forces are in eV/Å.

Properties
Net charge: 0
LUMO: -0.0391 Eh
E_HOMO: -9.28 eV
ΔE to the lowest compared entry with this formula, charge and spin: 0.0 kJ/mol


12 unconnected molecules or ions with the total composition C14H55N3O12. Source: the OMol25 dataset; level of theory: ωB97M-V/def2-TZVPD.

```
84
Properties=species:S:1:pos:R:3:forces:R:3
C -1.115632 -2.022363 0.355001 -0.1 0.1 0.0
O -1.165582 -3.428343 0.159484 0.1 -0.1 -0.4
C -1.336722 -4.139622 1.342334 -0.8 -0.3 1.1
C -0.215409 -4.068046 2.385839 0.1 -0.5 -0.2
C 1.092114 -4.654447 1.862774 -0.3 0.9 -0.1
N -0.610035 -4.810521 3.598299 -0.6 0.2 -0.4
H -0.081141 -1.673807 0.328223 0.0 0.1 0.2
H -1.607936 -1.753370 1.295581 0.2 0.1 0.0
H -1.649786 -1.497271 -0.436178 0.0 -0.2 -0.2
H -2.272323 -3.828194 1.850219 0.2 0.3 -0.1
H -1.546666 -5.203242 1.167698 0.4 0.1 -0.7
H -0.055847 -3.016989 2.642686 0.1 -0.1 0.2
H 0.969475 -5.679814 1.513942 0.0 -0.1 0.1
H 1.842180 -4.579659 2.648995 0.1 -0.2 -0.1
H 1.404423 -4.030971 1.022086 0.2 -0.2 -0.1
H -0.758570 -5.778043 3.309176 0.3 0.0 0.1
H -1.558594 -4.513981 3.833423 0.2 0.1 0.3
C -5.910323 2.375043 -5.110316 0.4 -0.1 -0.3
O -4.643546 2.434707 -4.490481 -0.1 0.1 0.2
C -4.730560 2.726790 -3.110936 0.5 -0.3 -0.3
C -3.328801 2.730145 -2.541624 0.4 0.3 1.9
C -3.412130 2.943651 -1.027172 -0.2 -0.1 0.5
N -2.466360 3.793915 -3.187656 -2.1 -1.2 -0.2
H -6.356447 3.369795 -5.199607 -0.1 0.0 0.1
H -6.571147 1.694533 -4.568206 -0.1 0.1 0.0
H -5.727170 1.985143 -6.110053 -0.2 0.0 0.0
H -5.169260 3.724129 -2.954929 -0.2 -0.1 0.0
H -5.335871 1.967063 -2.602444 -0.1 0.1 0.0
H -2.866223 1.742481 -2.588457 0.1 0.1 -0.8
H -3.677492 2.022367 -0.499871 -0.1 -0.1 -0.3
H -4.166588 3.674257 -0.716036 0.2 0.3 -0.2
H -2.434611 3.194460 -0.616047 -0.1 0.3 -0.1
H -3.067130 4.612132 -3.040244 0.5 0.3 0.1
H -2.758048 3.539332 -4.141865 1.0 0.6 -0.3
C 4.694916 -5.454745 -0.439617 -0.1 -0.3 -1.2
O 5.270679 -4.647754 -1.470721 -0.1 0.0 0.7
C 4.403539 -3.625095 -1.881644 -0.1 0.3 -0.6
C 4.339194 -2.432713 -0.955598 0.1 2.4 -0.1
C 2.950519 -1.779374 -1.021574 -0.7 -1.3 0.3
N 5.348606 -1.376221 -1.277060 0.3 -0.9 0.1
H 4.177307 -4.916459 0.355403 0.2 0.3 0.0
H 5.492151 -6.070911 -0.035928 0.0 0.0 0.1
H 3.955232 -6.085546 -0.951950 0.0 -0.2 0.4
H 4.734605 -3.294259 -2.873018 0.3 0.1 0.1
H 3.373092 -3.954334 -2.091403 0.1 -0.5 0.4
H 4.591630 -2.660791 0.081541 -0.3 -0.6 0.0
H 2.224791 -2.477365 -0.575297 0.0 0.2 0.2
H 2.558376 -1.656925 -2.033517 0.4 0.3 -0.1
H 2.893967 -0.835781 -0.482885 0.1 0.1 0.0
H 5.492458 -1.266401 -2.271631 -0.2 0.1 0.0
H 5.027230 -0.505175 -0.879335 0.1 0.1 -0.2
C 1.009909 1.308350 1.236896 -0.5 0.4 0.9
C -0.369247 1.768742 0.802136 0.4 -0.4 -1.3
O -0.708169 1.239351 -0.496710 -0.3 -0.3 0.1
H 1.762151 1.677851 0.543410 0.2 -0.2 0.1
H 1.090006 0.240131 1.435010 -0.1 -0.1 -0.5
H 1.142301 1.735783 2.235459 0.4 0.2 -0.2
H -0.373345 2.855623 0.665939 -0.1 0.1 0.7
H -1.129148 1.410552 1.496295 -0.2 0.2 0.0
H -0.394103 1.849586 -1.170416 0.2 0.0 0.0
O 2.002594 0.401127 4.177477 0.0 -0.1 0.2
H 2.816681 0.864589 3.958088 0.0 0.0 0.0
H 2.279323 -0.497401 4.384182 0.0 0.0 0.0
O -2.907593 0.299857 3.071074 -0.2 -0.1 -0.3
H -3.042020 1.011249 3.702689 0.1 -0.1 0.1
H -2.086454 -0.102092 3.372841 0.1 0.1 0.1
O 1.272956 0.278819 -3.434139 0.0 -0.1 -0.1
H 1.072707 0.502865 -4.346915 0.0 0.0 0.0
H 0.647481 0.796235 -2.915595 0.1 0.1 0.0
O -0.838433 1.347101 4.879565 0.1 0.0 0.1
H -0.840420 2.285671 4.641034 0.0 -0.1 0.0
H 0.092796 1.090474 4.917126 0.0 0.0 -0.1
O -1.297697 3.962592 3.728092 -0.2 -0.2 0.0
H -2.058931 4.333246 4.186241 0.1 0.1 0.0
H -1.659110 3.558918 2.928142 0.0 0.0 -0.1
O 3.002853 3.744954 -0.329047 0.1 0.0 0.1
H 2.564973 3.855837 0.521170 -0.2 0.0 0.0
H 2.300768 3.855906 -0.978659 -0.1 -0.1 -0.1
O 0.429549 3.227773 -2.717654 0.1 0.1 0.5
H 0.642957 3.506856 -3.612197 0.0 0.0 0.0
H -0.380821 3.718195 -2.499815 -0.2 -0.1 -0.4
O 1.129027 4.376035 2.306425 0.3 0.0 0.0
H 0.584615 4.134563 3.067950 -0.1 0.2 -0.1
H 2.001299 4.549281 2.674534 0.0 0.1 0.0
```
Forces are in eV/Å.

Properties
Net charge: 0
LUMO: -0.0001 Eh
E_HOMO: -8.53 eV


2 unconnected molecules or ions with the total composition C4H12NS. Source: the OMol25 dataset; level of theory: ωB97M-V/def2-TZVPD.

```
18
Properties=species:S:1:pos:R:3:forces:R:3
C 0.094339 2.277839 -0.852804 0.0 -0.1 0.2
C -1.038367 1.741272 0.011405 0.0 0.1 -0.1
S -2.004413 0.550475 -0.967072 0.0 -0.1 0.0
H -0.290805 2.776243 -1.738084 0.0 0.0 -0.1
H 0.772002 1.487596 -1.187188 0.0 0.0 0.0
H 0.675215 2.994451 -0.275929 0.1 0.1 0.0
H -0.652320 1.273657 0.918592 0.0 0.0 0.0
H -1.681893 2.561640 0.312924 -0.1 0.0 0.1
H -2.936097 0.257195 -0.048399 0.0 0.0 0.0
C 2.485005 -2.373279 1.601878 -0.1 0.0 -0.2
C 0.642732 -1.345079 0.371361 -0.2 0.0 0.2
N 1.883870 -1.498369 0.577139 0.3 -0.2 0.0
H 2.979311 -1.747922 2.338319 0.0 0.1 0.1
H 3.214824 -3.023195 1.126323 0.0 0.0 0.0
H 1.705754 -2.966457 2.066397 -0.1 0.0 0.0
H -0.050251 -1.907203 0.985923 -0.1 0.0 0.0
H 0.249792 -0.653814 -0.371837 0.1 -0.1 -0.1
H 2.542887 -0.989623 -0.006392 0.0 0.1 0.0
```
Forces are in eV/Å.

Properties
Net charge: +1
LUMO: -0.1841 Eh
E_HOMO: -12.53 eV
ΔE to the lowest compared entry with this formula, charge and spin: 114.0 kJ/mol


Question: Among the records above, which one has the highest LUMO?
Answer: C14H55N3O12


Question: The lowest E_HOMO belongs to which entry?
Answer: C4H12NS